Formula: C23H27AlClNO
Source: the Open Molecules 2025 dataset
Level of theory: ωB97M-V with the def2-TZVPD basis set

```
54
Properties=species:S:1:pos:R:3:forces:R:3
C 1.857836 -0.459744 0.934406 -0.7 0.6 -0.1
C 2.531535 -0.837694 -0.241816 0.2 1.1 0.0
C 2.385528 0.199212 -1.191922 -0.2 0.2 0.8
H 3.168356 -1.712201 -0.381903 -0.4 0.2 0.1
C 1.591147 1.250482 -0.623616 -0.2 -0.5 -0.2
C 1.196969 0.795264 0.706736 0.7 -0.6 0.3
H 1.623254 2.299596 -0.938933 -0.3 -0.5 0.0
C -1.412524 -2.024703 1.209252 0.3 0.9 -0.4
C -0.288988 -2.755562 0.780331 -0.7 0.3 -0.7
C -0.029863 -2.423584 -0.565852 -0.6 0.5 0.4
H 0.264605 -3.497440 1.344743 -0.1 0.2 0.1
C -0.970634 -1.443414 -0.996506 0.2 -0.9 0.7
C -1.832222 -1.131296 0.159884 0.1 -1.3 0.0
H 2.882765 0.237841 -2.152275 -0.1 0.0 0.0
H 0.746837 1.412149 1.497191 0.4 -0.2 -0.4
H 1.824437 -1.011861 1.880239 -0.1 0.2 -0.6
H -2.850048 -0.737486 0.071299 0.4 -0.1 0.1
H 0.737263 -2.854508 -1.203367 -0.2 0.1 0.3
H -1.885621 -2.078937 2.187667 0.2 0.1 -0.2
Al -0.809221 0.768109 -0.429105 1.5 -1.4 2.8
C -1.324108 -1.271385 -2.457326 0.3 0.6 0.3
C -2.846760 -1.292374 -2.608140 -0.1 -0.1 -0.4
C -0.673254 -2.302708 -3.363734 -0.1 -0.5 -0.5
H -3.245052 -2.242516 -2.226878 0.2 0.2 0.0
H -3.102583 -1.237171 -3.666486 -0.2 0.1 -0.1
H -3.366088 -0.485309 -2.076929 0.2 -0.2 -0.1
H -1.022732 -3.323415 -3.187143 0.2 0.1 0.2
H 0.428290 -2.249591 -3.294013 -0.5 -0.1 0.0
H -0.964148 -2.030783 -4.389639 0.2 -0.2 0.1
C -0.606635 0.013288 -2.981403 1.4 0.6 -1.7
C -1.481763 1.204277 -2.922189 1.0 0.3 3.4
H -0.254830 -0.085252 -4.003705 -0.7 -0.5 0.2
H 0.431713 0.110160 -2.483508 -1.7 0.3 -0.1
O -1.827726 1.483464 -1.691330 -1.0 -0.5 -4.8
N -1.878454 1.966872 -3.935714 -0.8 0.1 -0.4
C -0.912591 2.751617 -4.754059 -0.1 -0.6 -0.2
H -2.779901 2.432654 -3.806060 0.6 0.1 0.4
C 0.384728 2.028610 -4.934591 1.0 -0.3 -0.8
C 1.569241 2.536695 -4.395170 -0.1 -0.3 0.3
H 1.527858 3.505582 -3.888470 0.2 -0.3 -0.1
C 2.763863 1.802180 -4.455665 -0.1 0.1 0.0
H 3.681284 2.219741 -4.010866 -0.5 -0.3 -0.3
C 2.766782 0.529911 -5.038822 -0.1 0.2 0.1
H 3.697923 -0.046257 -5.071070 -0.5 0.1 0.1
C 1.591916 0.020359 -5.608517 -0.3 0.6 -0.4
H 1.562085 -1.001382 -6.009445 0.1 0.6 0.0
C 0.438426 0.829652 -5.661781 0.5 -0.3 0.2
H -0.470997 0.484940 -6.168945 0.4 0.0 0.3
H -0.696619 3.663608 -4.181658 -0.4 0.1 -0.6
H -1.399292 2.887737 -5.730921 0.2 0.5 0.4
Cl -1.004853 3.603519 0.121270 0.6 2.0 -0.4
C -1.782565 2.129406 0.570778 -0.5 -1.5 1.8
H -1.666130 2.018420 1.647262 -0.3 0.2 0.1
H -2.847542 2.108628 0.282215 0.5 0.3 0.3
```
Positions in Å, forces in eV/Å.

As for the HOMO-LUMO gap: 6.88 eV. The energy above the lowest of the compared OMol25 structures with the same formula, charge and spin comes out at 11.3 kcal per mole. As for the HOMO energy: -7.2 eV. For the total energy, the calculation gives -46944.0863 eV. Its multiplicity is 1. The value obtained for the LUMO energy is -0.011 hartree.